# 1
{
  "formula": "C5H13NO",
  "method": "the ωB97M-V functional and the def2-TZVPD basis",
  "species": ["O", "N", "C", "C", "C", "C", "C", "H", "H", "H", "H", "H", "H", "H", "H", "H", "H", "H", "H", "H"],
  "coordinates": [[0.3600, -2.1356, 0.4562], [-0.9361, -2.1689, 2.2776], [-2.0699, -2.2274, 0.1133], [1.4645, 1.3253, -0.9948], [0.6456, 1.1325, 0.3317], [1.4735, 2.6613, -1.8516], [-0.7405, -2.0971, 0.9235], [-0.0321, 0.3268, 0.1944], [2.4947, 1.0006, -0.8924], [-2.2741, -3.0648, -0.5408], [-2.4664, -1.3704, -0.3930], [0.6146, 3.3139, -1.6424], [-0.0970, -2.1704, 2.9341], [-0.0908, 1.9448, 0.7432], [2.3024, 3.4342, -1.5357], [-1.7115, -1.7063, 2.7065], [1.4895, 2.4298, -2.8832], [-2.8321, -2.6173, 0.7448], [1.4675, 1.2977, 1.0636], [0.9382, 0.6912, -1.7547]],
  "nbo_charge": [-0.581, -0.838, -0.749, -0.400, -0.637, -0.607, 0.680, 0.226, 0.203, 0.250, 0.232, 0.204, 0.402, 0.193, 0.193, 0.386, 0.206, 0.219, 0.224, 0.194],
  "smiles": "CC(N)=O.CCC",
  "homo_lumo_gap_ev": 10.73,
  "homo_energy_ev": -9.92
}



# 2
{
  "formula": "C33H59F2N7O7",
  "method": "the ωB97M-V functional and the def2-TZVPD basis",
  "species": ["F", "F", "O", "O", "O", "O", "O", "O", "O", "N", "N", "N", "N", "N", "N", "N", "C", "C", "C", "C", "C", "C", "C", "C", "C", "C", "C", "C", "C", "C", "C", "C", "C", "C", "C", "C", "C", "C", "C", "C", "C", "C", "C", "C", "C", "C", "C", "C", "C", "H", "H", "H", "H", "H", "H", "H", "H", "H", "H", "H", "H", "H", "H", "H", "H", "H", "H", "H", "H", "H", "H", "H", "H", "H", "H", "H", "H", "H", "H", "H", "H", "H", "H", "H", "H", "H", "H", "H", "H", "H", "H", "H", "H", "H", "H", "H", "H", "H", "H", "H", "H", "H", "H", "H", "H", "H", "H", "H"],
  "coordinates": [[5.8384, 4.6981, -13.9287], [8.7759, 11.5662, -11.6274], [3.2516, 14.1354, -17.9212], [6.4652, 8.8842, -13.8266], [1.0661, 4.5439, -18.3121], [7.7212, 6.1799, -8.3654], [2.0456, 5.6878, -13.4534], [10.1790, 4.3909, -15.9360], [2.0866, 10.9575, -13.9605], [9.9292, 5.6518, -14.0462], [1.5266, 7.8777, -13.5595], [4.6520, 15.2008, -16.5249], [8.2299, 7.3027, -10.1300], [2.3871, 13.0694, -14.2714], [2.2885, 5.1748, -16.5715], [5.3700, 10.8778, -13.7409], [2.0484, 12.0292, -13.4761], [10.1065, 4.4968, -14.6752], [3.2502, 5.9324, -17.3651], [2.3144, 6.8747, -13.1865], [5.6753, 9.7019, -14.3241], [6.2657, 4.6912, -15.2199], [1.2199, 4.5629, -17.1108], [9.7972, 10.8379, -12.1876], [5.9659, 11.4288, -12.4852], [11.1125, 10.1772, -14.1066], [3.6865, 15.1734, -17.4611], [11.9506, 9.4164, -13.2785], [10.3994, 3.1888, -13.8693], [6.4543, 5.8765, -15.9417], [0.4468, 7.7364, -14.5227], [10.0394, 10.8546, -13.5696], [7.7503, 8.0777, -11.3086], [6.9798, 5.8485, -17.2319], [7.4269, 7.0686, -9.0864], [0.2760, 3.6852, -16.2871], [3.5898, 7.1577, -12.4432], [10.6812, 10.0888, -11.3243], [11.6908, 9.3398, -11.9055], [2.4190, 14.5037, -13.8383], [3.0545, 16.4901, -17.9187], [6.6129, 3.4850, -15.8014], [7.3322, 4.6298, -17.8048], [7.1386, 3.4642, -17.0963], [5.3866, 14.0086, -16.0699], [5.0034, 9.4037, -15.6825], [6.1420, 7.7624, -8.7782], [1.5932, 12.1190, -12.0290], [9.7028, 6.9329, -14.7802], [7.0698, 6.7739, -17.7815], [3.7912, 17.2655, -17.7087], [6.0586, 8.6187, -9.4474], [9.1207, 6.8307, -10.1910], [9.1829, 6.7672, -15.7237], [11.3763, 10.3083, -15.1456], [2.5196, 5.0682, -15.5941], [2.7160, 6.1442, -18.2914], [4.4558, 7.1876, -13.1045], [3.4481, 8.1914, -12.1278], [5.2943, 7.1103, -8.9886], [-0.3690, 7.0571, -14.2756], [2.1130, 16.7469, -17.4331], [4.9877, 13.0358, -16.3572], [-0.7513, 4.0346, -16.3900], [5.4054, 14.0748, -14.9820], [4.8907, 16.1101, -16.1557], [0.8546, 11.3418, -11.8323], [10.5386, 3.4807, -12.8284], [2.6758, 15.1435, -14.6826], [6.1204, 8.1947, -7.7778], [0.0002, 8.7055, -14.7451], [6.3529, 2.5482, -15.3313], [5.0872, 11.6938, -11.8972], [2.4217, 12.0385, -11.3253], [4.3669, 10.2201, -16.0236], [0.9021, 7.4386, -15.4672], [9.6149, 2.4446, -14.0063], [12.3932, 8.8318, -11.2614], [6.0762, 6.8019, -15.5329], [7.8552, 9.1484, -11.1331], [7.3455, 2.4786, -17.4867], [2.9166, 16.4817, -18.9999], [10.5265, 10.0221, -10.2576], [3.8558, 6.4953, -11.6195], [0.6382, 3.4874, -15.2782], [3.2781, 14.5713, -13.1709], [10.1001, 5.6913, -13.0516], [10.6951, 7.3590, -14.9280], [8.5062, 7.9479, -12.0832], [6.5384, 10.7292, -11.8761], [3.4217, 6.9073, -16.9087], [7.7895, 4.5834, -18.7822], [1.4914, 14.8214, -13.3621], [6.3906, 14.0811, -16.4882], [4.5256, 11.2773, -14.1252], [6.4954, 12.3534, -12.7150], [4.3740, 8.5162, -15.6166], [1.0093, 13.0342, -11.9319], [12.7523, 8.8354, -13.7098], [11.3476, 2.7856, -14.2249], [9.1822, 7.6778, -14.1783], [0.2861, 2.7211, -16.7955], [5.8219, 9.2384, -16.3830], [9.3107, 11.4373, -14.1136], [6.7745, 7.7083, -11.6240], [4.1452, 5.3497, -17.5830], [2.6582, 12.8074, -15.2084], [1.6121, 8.8326, -13.2419]],
  "lowdin_charge": [0.049, 0.021, 0.035, -0.003, 0.020, 0.057, -0.001, -0.021, 0.046, 0.031, 0.024, 0.001, 0.035, 0.041, 0.019, 0.036, -0.598, -0.517, -0.049, -0.542, -0.515, -0.261, -0.566, -0.234, -0.024, -0.092, -0.577, -0.094, 0.006, -0.040, -0.057, -0.024, -0.069, -0.095, -0.619, 0.004, 0.010, -0.015, -0.092, -0.044, 0.002, -0.018, -0.093, -0.081, -0.055, 0.016, 0.005, 0.022, -0.028, 0.105, 0.066, 0.056, 0.134, 0.072, 0.109, 0.101, 0.081, 0.063, 0.070, 0.090, 0.087, 0.082, 0.074, 0.080, 0.070, 0.134, 0.087, 0.060, 0.063, 0.090, 0.080, 0.115, 0.069, 0.084, 0.068, 0.075, 0.076, 0.104, 0.083, 0.053, 0.107, 0.086, 0.112, 0.088, 0.071, 0.078, 0.125, 0.068, 0.058, 0.058, 0.063, 0.105, 0.081, 0.085, 0.082, 0.074, 0.058, 0.070, 0.103, 0.077, 0.057, 0.077, 0.086, 0.114, 0.079, 0.078, 0.126, 0.097],
  "smiles": "Fc1ccccc1.Fc1ccccc1.CNC(C)=O.CNC(C)=O.CNC(C)=O.CNC(C)=O.CNC(C)=O.CNC(C)=O.CNC(C)=O",
  "homo_lumo_gap_ev": 8.68,
  "homo_energy_ev": -8.72
}